Below is a structure of composition C15H17CrF6N5O7S3, with properties calculated with wB97M-V/def2-TZVPD.

ORCA input file:
```
! wB97M-V def2-TZVPD RIJCOSX def2/J DEFGRID3
* xyz 1 4
Cr 0.6378 -0.5507 0.1585
F 2.4916 -3.6928 1.1908
C 3.7113 -3.1678 1.0998
F 4.4702 -3.6214 2.0751
F 4.2285 -3.4719 -0.0792
S 3.6076 -1.3356 1.2164
O 2.6446 -0.9765 0.1428
O 4.9240 -0.8381 1.0943
N 2.9602 -1.0942 2.6475
S 1.4756 -0.6452 2.6454
O 0.5355 -1.6578 2.1361
O 1.2226 0.6127 1.9157
C 1.1294 -0.3597 4.4342
F 1.3311 -1.4826 5.0924
F -0.1399 0.0049 4.5209
F 1.9155 0.5950 4.8795
C -4.6078 0.9935 -0.0333
N -3.3489 0.5654 0.5542
C -2.2637 0.2248 -0.1405
N -2.3139 0.1847 -1.4725
O -1.2183 -0.0887 0.5193
H -5.2593 1.3332 0.7657
H -5.1031 0.1751 -0.5574
H -4.4566 1.8320 -0.7149
H -3.2489 0.5259 1.5551
H -3.1199 0.5388 -1.9590
H -1.4172 0.2090 -1.9580
O -0.5502 7.1070 0.1589
C -0.7184 6.4993 -1.0375
O -1.1322 7.1141 -1.9760
C -0.3113 5.0604 -1.1252
C -0.4354 4.1769 -0.0617
C -0.0982 2.8389 -0.2117
C 0.3908 2.3787 -1.4305
S 0.8411 0.6938 -1.7620
C 0.5237 3.2687 -2.4961
C 0.1599 4.5934 -2.3466
H -0.0653 6.5309 0.7641
H -0.8323 4.5117 0.8901
H -0.2219 2.1670 0.6280
H 0.9051 2.9156 -3.4458
H 0.2329 5.2828 -3.1773
C -0.5874 -5.6816 -0.8864
N -0.0834 -4.3321 -1.1390
C 0.7309 -3.9532 -2.1848
C 0.9545 -2.6261 -2.0402
N 0.2707 -2.1890 -0.9200
C -0.3284 -3.2533 -0.3978
H 0.2026 -6.3986 -1.0911
H -1.4448 -5.8883 -1.5224
H -0.8766 -5.7612 0.1576
H 1.0707 -4.6519 -2.9286
H 1.5379 -1.9563 -2.6476
H -0.9231 -3.2598 0.5009
*
```

Results
HOMO level (alpha / beta) (eV): -11.01 / -11.17
<S²>: 3.8107
HOMO-LUMO gap (alpha / beta) (eV): 7.062 / 8.086
E (eV): -114842.8551

***

Below is a structure of composition C15H17CuN, with properties calculated with wB97M-V/def2-TZVPD.

ORCA input file:
```
! wB97M-V def2-TZVPD RIJCOSX def2/J DEFGRID3
* xyz -2 2
C 1.2142 -1.6064 -2.8691
C -0.1788 -1.5149 -3.0568
C -0.8381 -2.1411 -1.9975
C 0.1309 -2.7214 -1.1522
C 1.4226 -2.3832 -1.6774
Cu 0.1135 -0.7160 -0.9043
C -1.2687 1.1200 -1.3192
C 0.1088 1.2769 -1.5901
C 0.7824 1.7934 -2.7085
N 1.2554 1.0540 -0.6526
H -1.8926 -2.2436 -1.8773
H -0.6211 -1.0018 -3.9075
H -0.0015 -3.3772 -0.3023
H 2.4452 -2.6710 -1.2520
H 2.0421 -1.2457 -3.5369
H -1.9883 0.6622 -1.9870
H 2.2004 0.9969 -1.1687
H -1.5997 1.5534 -0.4021
H 0.1868 2.4146 -3.3638
H 1.8726 1.6596 -2.8652
C -0.2157 -1.0452 1.1185
C -0.3168 0.0582 2.0649
C -1.5191 0.2252 2.8236
C -1.5695 1.1647 3.8565
C -0.4876 2.0280 4.0870
C 0.6409 1.9828 3.2315
C 0.7028 1.0286 2.1907
H 0.7056 -1.6484 1.1690
H -1.1552 -1.6021 1.0261
H -2.3350 -0.4543 2.5923
H -2.4042 1.1289 4.5470
H -0.4500 2.6270 4.9777
H 1.5001 2.6092 3.4645
H 1.5177 0.9889 1.4414
*
```

Results
HOMO level (alpha / beta) (eV): 1.53 / 1.63
<S²>: 0.7735
HOMO-LUMO gap (alpha / beta) (eV): 4.355 / 4.243
E (eV): -61952.4113

***

Below is a structure of composition C15H17FIrN2O2Si, with properties calculated with wB97M-V/def2-TZVPD.

ORCA input file:
```
! wB97M-V def2-TZVPD RIJCOSX def2/J DEFGRID3
* xyz 1 5
Ir 0.5768 1.3986 0.8656
O -1.4522 4.8060 1.3848
C -1.1446 3.6580 1.2659
O 0.1369 3.2494 1.2126
C -2.1636 2.5730 1.0670
C -3.5179 2.8173 1.1861
C -4.3930 1.7573 1.0190
C -3.8883 0.4964 0.7307
C -2.5203 0.3356 0.6190
N -1.6817 1.3590 0.7856
H -3.8477 3.8216 1.4113
H -5.4597 1.9084 1.1148
H -4.5427 -0.3522 0.5917
H -2.0753 -0.6231 0.3827
C 2.1627 -3.0766 0.7220
Si 1.8799 -1.2923 1.0871
C 0.7064 -1.1120 2.5310
C 3.4713 -0.4037 1.4146
N 1.0593 -0.2921 -0.1852
C 0.8793 -0.4714 -1.5025
C 1.1274 -1.7083 -2.1650
C 0.9296 -1.8376 -3.5146
C 0.4878 -0.7471 -4.2733
C 0.2390 0.4832 -3.6727
C 0.4294 0.5991 -2.3227
F 0.2140 1.7858 -1.7282
H 2.5712 -3.5243 1.6322
H 2.8959 -3.2276 -0.0716
H 1.2469 -3.6152 0.4728
H 1.1907 -1.5232 3.4217
H -0.2311 -1.6475 2.3691
H 0.4354 -0.0849 2.8276
H 3.8778 -0.7195 2.3787
H 3.3482 0.6810 1.4526
H 4.2184 -0.6205 0.6478
H 1.4651 -2.5497 -1.5815
H 1.1184 -2.7862 -3.9971
H 0.3405 -0.8570 -5.3389
H -0.0903 1.3423 -4.2407
*
```

Results
HOMO level (alpha / beta) (eV): -11.67 / -12.58
<S²>: 6.0434
HOMO-LUMO gap (alpha / beta) (eV): 8.476 / 6.917
E (eV): -36332.7534

***

Below is a structure of composition C15H17IN2Ru, with properties calculated with wB97M-V/def2-TZVPD.

ORCA input file:
```
! wB97M-V def2-TZVPD RIJCOSX def2/J DEFGRID3
* xyz 2 5
C -1.1795 -1.9518 -2.4190
C 1.3100 0.8915 -2.0244
H -0.2439 -2.4621 -2.7251
H -1.7278 -1.7298 -3.3444
H -1.7354 -2.6819 -1.8119
H 2.0606 0.8145 -1.2298
H 1.7135 0.4412 -2.9483
H 1.0934 1.9487 -2.2323
Ru -0.3304 -0.2304 -1.7316
C -1.1275 0.9166 -3.1640
H -0.4407 1.7122 -3.4969
H -2.0864 1.3724 -2.8727
H -1.3072 0.2460 -4.0185
I -2.8920 -0.5331 -0.5999
C 1.1867 -3.3091 1.0995
C 0.8708 -2.6377 -0.0887
N 0.5374 -1.3387 -0.0600
C 0.6027 -0.6244 1.0904
C 0.9447 -1.2489 2.3206
C 1.2228 -2.6259 2.3016
C 0.9159 -0.4299 3.4906
C 0.5455 0.8984 3.4579
C 0.1025 1.5338 2.2621
C -0.4006 2.8446 2.1619
C -0.9140 3.2912 0.9602
C -0.8976 2.4501 -0.1564
N -0.3326 1.2437 -0.0810
C 0.1680 0.7562 1.0720
H 1.3709 -4.3764 1.0453
H 0.8449 -3.1254 -1.0629
H 1.4707 -3.1269 3.2368
H 1.2257 -0.8895 4.4283
H 0.5289 1.4894 4.3759
H -0.4114 3.4722 3.0523
H -1.3501 4.2811 0.8360
H -1.3384 2.7182 -1.1236
*
```

Results
HOMO level (alpha / beta) (eV): -14.11 / -15.28
<S²>: 6.0453
HOMO-LUMO gap (alpha / beta) (eV): 5.827 / 3.681
E (eV): -29472.3546

***

Below is a structure of composition C15H17N2O12PReS, with properties calculated with wB97M-V/def2-TZVPD.

ORCA input file:
```
! wB97M-V def2-TZVPD RIJCOSX def2/J DEFGRID3
* xyz 0 2
Re -0.1897 0.2324 -0.1568
O 3.4547 1.4382 1.0438
C 2.2976 0.7802 0.7893
O 1.2785 1.5459 0.3249
C 1.8601 0.0686 2.0680
O 0.4460 -0.2786 1.9076
C 0.1734 -1.6600 2.1689
C 0.2984 -2.4619 0.8717
O 0.4385 -3.6491 0.8496
O 0.1914 -1.7043 -0.2203
H 3.7963 1.7906 0.2048
H 1.9418 0.7669 2.8978
H 2.4291 -0.8360 2.2664
H -0.8567 -1.7330 2.5250
H 0.8355 -2.0443 2.9415
O 2.6729 -0.4392 -6.4881
C 1.4472 -0.3998 -6.3213
O 0.4966 -0.4167 -7.1140
C 1.0220 -0.2195 -4.8405
C -0.3099 -0.1771 -4.4686
C -0.6501 -0.0381 -3.1393
N 0.2593 0.0658 -2.1583
C 1.5731 0.0614 -2.5203
C 1.9687 -0.0790 -3.8299
C 2.6321 0.3147 -1.4926
O 3.6023 0.9734 -1.7258
O 2.4370 -0.2565 -0.2520
H -1.0562 -0.2596 -5.2478
H -1.6817 0.0059 -2.8225
H 3.0153 -0.0815 -4.1077
S -3.2090 3.7503 -0.4207
C -2.0924 2.6517 -0.3693
N -1.2459 1.8152 -0.3291
C -2.4912 -3.4459 -0.2862
O -2.7432 -2.1400 -0.8305
P -2.4276 -0.7130 -0.2482
O -3.3735 0.1882 -1.1475
C -4.7754 -0.1011 -1.3109
O -3.1532 -0.8072 1.1818
C -2.9911 0.2030 2.1844
H -3.2053 -4.1085 -0.7675
H -2.6624 -3.4429 0.7899
H -1.4776 -3.7516 -0.5239
H -5.2089 0.7724 -1.7883
H -5.2419 -0.2681 -0.3409
H -4.8956 -0.9782 -1.9435
H -3.2129 -0.2623 3.1418
H -3.6887 1.0202 2.0025
H -1.9715 0.5946 2.1943
*
```

Results
HOMO level (alpha / beta) (eV): -7.97 / -7.97
<S²>: 0.7627
HOMO-LUMO gap (alpha / beta) (eV): 5.221 / 5.490
E (eV): -65635.4593

***

Below is an isolated molecule of C15H17N5OS2, with properties calculated with wB97M-V/def2-TZVPD.

ORCA input file:
```
! wB97M-V def2-TZVPD RIJCOSX def2/J DEFGRID3
* xyz 0 1
C 0.2747 -0.7549 -3.7610
C -0.2831 -0.0118 -2.5522
N 0.1162 -0.6405 -1.3208
C 1.3199 -0.5435 -0.6799
S 2.5707 0.5066 -1.2785
C 3.4255 0.9058 0.2888
C 3.4436 2.4104 0.4305
O 4.4506 3.0720 0.3899
N 2.2134 3.0118 0.5245
C 0.9959 2.4077 0.7460
N 0.7507 1.5358 1.6529
C -0.5426 1.1155 1.6439
C -1.0056 0.1612 2.6897
C -1.3270 1.6768 0.6784
C -2.7596 1.4063 0.3892
S -0.3973 2.8077 -0.2614
N 1.4245 -1.2820 0.3908
C 0.2253 -1.9349 0.4877
C -0.2724 -2.8606 1.3929
C -1.5685 -3.2960 1.1698
C -2.3081 -2.8049 0.0948
N -1.8561 -1.9293 -0.7914
C -0.6121 -1.5341 -0.5849
H 1.3621 -0.7541 -3.7332
H -0.0521 -0.2673 -4.6748
H -0.0789 -1.7833 -3.7655
H -1.3752 -0.0203 -2.5689
H 0.0788 1.0209 -2.5473
H 4.4471 0.5349 0.2311
H 2.8694 0.4083 1.0813
H 2.2230 4.0203 0.4305
H -1.7441 -0.5271 2.2865
H -1.4568 0.7086 3.5177
H -0.1534 -0.3956 3.0669
H -3.3488 1.4646 1.3034
H -3.1469 2.1259 -0.3270
H -2.8761 0.4036 -0.0272
H 0.3193 -3.2160 2.2216
H -2.0203 -4.0173 1.8328
H -3.3260 -3.1316 -0.0675
*
```

Results
HOMO level (eV): -8.39
SMILES: CCn1c(SCC(=O)Nc2nc(C)c(C)s2)nc2cccnc21
HOMO-LUMO gap (eV): 8.846
E (eV): -47000.9588

***

Below is a structure of composition C15H17NO2, with properties calculated with wB97M-V/def2-TZVPD.

ORCA input file:
```
! wB97M-V def2-TZVPD RIJCOSX def2/J DEFGRID3
* xyz 0 1
O -6.6239 -0.4840 0.8022
C -5.4456 -0.8106 0.2734
O -5.1626 -1.9711 -0.1199
H -6.0433 -2.6558 0.0264
C -4.4368 -0.0522 -0.0667
C -3.2976 -0.3807 -0.3824
C -2.3127 0.5191 -0.4147
C -2.5123 1.9856 -0.3144
N -3.7020 2.3851 0.2058
C -4.5731 1.4234 0.4283
H -5.6086 2.0217 0.8617
H -1.8345 2.8250 -0.3891
C -0.9372 0.1065 -1.2134
C 0.1395 0.0800 -1.5099
C 1.4149 -0.3741 -2.1839
H 1.3045 -1.3865 -2.3796
H 1.7342 0.1945 -2.7858
C 2.4596 -0.3982 -0.8705
C 2.7336 1.1538 -0.3957
C 3.6703 1.1024 0.8726
C 3.3251 0.0252 1.7448
C 3.1264 -1.2660 1.3784
C 2.1684 -1.2553 0.1918
H 2.0391 -2.3172 -0.1311
H 1.2019 -0.9574 0.3343
H 3.0741 -2.0658 1.9867
H 4.2149 -1.8400 0.7884
H 4.1882 0.1926 2.5682
H 2.3494 0.2643 2.4278
H 3.8048 2.0129 1.2668
H 4.6810 0.9272 0.2618
H 2.8504 1.7501 -1.2325
H 1.6995 1.3770 0.1208
H 3.4313 -0.7417 -1.4368
H -3.1208 -1.3897 -0.7136
*
```

Results
HOMO level (eV): -9.09
HOMO-LUMO gap (eV): 8.447
E (eV): -21404.0341

***

Below is a cluster of 2 separate species, C15H18 in total, with properties calculated with wB97M-V/def2-TZVPD.

ORCA input file:
```
! wB97M-V def2-TZVPD RIJCOSX def2/J DEFGRID3
* xyz -1 2
C -2.1387 2.2163 2.8700
C -2.2797 2.7877 1.4453
C -0.7556 1.6350 3.0638
C -0.5140 0.2944 2.9080
C 0.2793 2.5822 3.3936
C 0.8381 -0.1800 2.7777
C 1.6314 2.0917 3.2834
C 1.8704 0.7866 2.9466
H -2.3110 3.0556 3.5554
H -2.8903 1.4313 3.0260
H -1.6868 3.7090 1.4199
H -1.3866 -0.2966 2.6449
H -0.0494 3.5105 3.8504
H 1.1696 -1.1031 2.3286
H 2.4291 2.8145 3.4590
H 2.8761 0.4056 2.8149
H -3.2992 3.0065 1.1216
H -1.6928 2.1925 0.7452
C -1.2665 -1.2303 -4.1997
C 0.9267 -3.2622 -1.8190
C 2.1916 -2.9075 -2.2740
C -0.1662 -2.7092 -2.4609
C -0.0482 -1.8000 -3.5094
C 2.3427 -1.9551 -3.2654
C 1.2273 -1.4397 -3.9295
H 0.8536 -4.0124 -1.0478
H 3.1278 -3.2250 -1.8281
H -1.1547 -2.7921 -2.0244
H 3.2827 -1.5389 -3.6133
H -1.6254 -2.0550 -4.8127
H -1.1025 -0.2765 -4.6921
H 1.3832 -0.7081 -4.7043
H -2.0620 -1.0276 -3.4736
*
```

Results
HOMO level (alpha / beta) (eV): 0.81 / -3.19
<S²>: 0.7615
HOMO-LUMO gap (alpha / beta) (eV): 2.018 / 5.955
E (eV): -15845.1179

***

- The highest E belongs to which entry?
  C15H18